Formula: C4H8N2O5
Source: OMol25
Level of theory: ωB97M-V/def2-TZVPD

Geometry (Å):
1 C 2.3740 -3.5236 -0.3579
2 C 2.6602 -2.0911 0.0566
3 O 3.7503 -1.5706 -0.0850
4 O 1.3753 -1.4454 0.4719
5 C 0.1550 -2.0937 0.6119
6 O -0.0156 -3.2331 0.9323
7 H 3.2312 -4.0567 -0.7497
8 H 1.4706 -3.5755 -1.0005
9 H 1.9721 -3.9974 0.5047
10 H -0.6414 -1.1832 0.5411
11 O 0.2149 2.0276 -0.1375
12 C -1.1190 2.2178 -0.6432
13 N -1.7729 1.0347 -0.9124
14 N -2.8290 0.8658 -1.4265
15 O -3.6132 2.0828 -1.5698
16 H 0.0287 1.9178 0.8734
17 H -1.7757 2.6782 0.0759
18 H -1.0134 2.8158 -1.6060
19 H -4.5632 1.8983 -1.7447

- Frontier orbital gap: 10.5 eV
- SMILES string: CC(=O)OC=O.OC/N=N\O
- LUMO energy: 0.48 eV
- HOMO: -9.97 eV
- Electronic energy: -17491.360 eV
- Energy above the lowest of the compared OMol25 structures with the same formula, charge and spin: 95.4 kcal per mole
- 2S+1: 1

For each atom in turn, the Mulliken charge in e is: -1.0345 0.7274 -0.4804 -0.2790 0.3848 -0.4574 0.2882 0.3241 0.3734 0.1386 -0.4488 -0.3599 0.1888 -0.2248 -0.4304 0.3337 0.3427 0.2625 0.3513

Formula: C4H13NOP
Source: OMol25
Level of theory: ωB97M-V/def2-TZVPD

Geometry (Å):
1 C -1.4950 -3.2319 0.4367
2 C 0.9128 1.1322 -1.8462
3 C 0.9835 2.6283 1.0200
4 C -0.6863 -2.0324 0.1639
5 N -0.0367 -1.4519 1.1019
6 O -1.1452 1.3217 0.0595
7 P 0.4641 1.1561 0.0213
8 H -1.2134 -3.6077 1.5395
9 H -1.3156 -3.9188 -0.4025
10 H -2.5100 -3.1857 0.2798
11 H -0.0202 0.7759 -2.1971
12 H 1.3614 2.1553 -1.9571
13 H 1.6533 0.4095 -1.9170
14 H 1.0150 3.5436 0.2572
15 H 0.2691 2.5586 1.7709
16 H 2.0661 2.4408 1.3846
17 H -0.7008 -1.6636 -0.8183
18 H 0.6277 -0.0845 0.6129
19 H -1.5487 1.6957 -0.7007
20 H -0.1936 -1.9512 1.9643

- Frontier orbital gap: 11.1 eV
- Net charge: +1
- LUMO energy: -2.72 eV
- HOMO: -13.81 eV
- Electronic energy: -17177.165 eV
- Energy above the lowest of the compared OMol25 structures with the same formula, charge and spin: 50.0 kcal per mole
- 2S+1: 1

For each atom in turn, the Mulliken charge in e is: -1.0665 -1.0893 -0.9350 0.3094 -0.5048 -0.5080 0.6065 0.2731 0.2876 0.3219 0.4489 0.3732 0.3567 0.3363 0.3545 0.3554 0.2878 0.3090 0.3447 0.1384